# 1
# C25H28AlIN2SbSe5

A molecular structure, C25H28AlIN2SbSe5 (ωB97M-V/def2-TZVPD, the OMol25 dataset).

Total charge = -1
Energy = -377332.3324 eV
Kohn-Sham gap = 5.580 eV

Geometry (Å):
Al 2.20 0.44 -1.41
I 4.88 1.07 -0.87
C 5.29 -0.99 -1.21
C 6.58 -1.42 -1.11
C 6.89 -2.79 -1.28
C 5.89 -3.68 -1.54
C 4.55 -3.25 -1.65
C 3.53 -4.19 -1.95
C 2.25 -3.78 -2.11
C 1.92 -2.41 -1.97
C 2.85 -1.44 -1.65
C 4.21 -1.88 -1.50
H 7.38 -0.72 -0.90
H 7.92 -3.12 -1.21
H 6.11 -4.74 -1.66
H 3.80 -5.24 -2.04
H 1.47 -4.49 -2.35
H 0.89 -2.14 -2.13
Se -1.13 4.99 -3.77
Sb 0.27 5.69 -1.92
Se 3.68 3.79 -0.58
Se 1.71 2.68 -1.13
Se -1.11 5.99 0.05
C -1.08 -3.12 0.72
C -1.42 -2.15 1.85
C -0.20 -1.46 2.45
C 0.44 -0.42 1.54
N -0.49 0.62 1.13
C -0.90 0.89 -0.13
Se -0.34 0.05 -1.71
N -1.83 1.85 -0.08
C -2.48 2.49 -1.24
C -3.55 1.65 -1.91
C -4.74 1.26 -1.02
C -4.44 0.14 -0.02
C -2.02 2.24 1.25
C -2.86 3.18 1.82
C -2.78 3.34 3.19
C -1.88 2.59 3.96
C -1.05 1.65 3.39
C -1.16 1.47 2.01
H -1.96 -3.70 0.43
H -0.30 -3.82 1.03
H -0.73 -2.59 -0.16
H -1.94 -2.68 2.65
H -2.12 -1.39 1.49
H 0.58 -2.20 2.67
H -0.47 -1.00 3.40
H 0.80 -0.90 0.62
H 1.30 0.06 2.02
H -1.69 2.76 -1.95
H -2.87 3.44 -0.88
H -3.11 0.75 -2.34
H -3.90 2.27 -2.74
H -5.55 0.93 -1.67
H -5.11 2.14 -0.49
H -3.89 -0.67 -0.50
H -5.37 -0.29 0.38
H -3.85 0.48 0.83
H -3.51 3.80 1.21
H -3.41 4.08 3.67
H -1.82 2.77 5.03
H -0.33 1.10 3.98

# 2
# C3H5IN

A gas-phase ion, C3H5IN (charge +1) at a distorted geometry (ωB97M-V/def2-TZVPD, the OMol25 dataset).

Total charge = +1
2S+1 = 3
Energy = -12769.3848 eV
Kohn-Sham gap (alpha / beta) = 7.075 / 6.425 eV
Expectation value of S² = 2.01
Energy above the lowest of the compared OMol25 structures with the same formula, charge and spin = 8.1 kcal/mol

Geometry (Å):
C -1.93 -0.44 -1.05
C -0.93 -0.50 -0.43
C 0.40 -0.55 0.20
N 0.68 0.82 0.70
I 2.02 -1.17 -1.18
H -2.82 -0.37 -1.56
H 0.40 -1.31 1.00
H -0.32 1.25 1.00
H 1.25 1.35 -0.16
H 1.26 0.93 1.48

# 3
# C4H10O

2 unconnected molecules or ions with the total composition C4H10O at a distorted geometry (ωB97M-V/def2-TZVPD, the OMol25 dataset).

SMILES = C=C.CCO
Energy = -6356.0815 eV
Kohn-Sham gap = 11.220 eV
Energy above the lowest of the compared OMol25 structures with the same formula, charge and spin = 39.7 kcal/mol

Geometry (Å):
C -2.31 0.46 -0.42
C -2.69 -0.65 0.20
H -1.76 1.25 0.08
H -2.85 0.84 -1.28
H -2.26 -0.91 1.16
H -3.62 -1.16 0.01
C 1.66 0.60 -0.65
C 2.07 -0.09 0.62
O 1.62 -1.45 0.69
H 0.59 0.42 -0.86
H 1.80 1.68 -0.61
H 2.20 0.18 -1.50
H 1.68 0.43 1.51
H 3.15 -0.12 0.73
H 0.73 -1.48 0.33

# 4
# C5H11NO

A single C5H11NO molecule at a distorted geometry (ωB97M-V/def2-TZVPD, the OMol25 dataset).

SMILES = CNC(=O)C(C)C
Energy = -8900.7636 eV
Kohn-Sham gap = 10.328 eV
Energy above the lowest of the compared OMol25 structures with the same formula, charge and spin = 21.5 kcal/mol

Geometry (Å):
C -2.06 0.50 -1.92
N -1.50 -0.28 -0.82
C -0.32 0.20 -0.32
O 0.10 1.25 -0.78
C 0.60 -0.59 0.60
C 2.04 -0.04 0.11
C 0.53 -0.28 2.11
H -2.64 1.36 -1.58
H -2.67 -0.14 -2.56
H -1.22 0.89 -2.49
H -2.08 -0.94 -0.33
H 0.36 -1.68 0.51
H 2.08 1.05 -0.09
H 2.37 -0.49 -0.83
H 2.76 -0.21 0.91
H 1.43 -0.71 2.57
H 0.56 0.80 2.23
H -0.33 -0.68 2.68